151
Properties=species:S:1:pos:R:3:forces:R:3 method="wB97M-V/def2-TZVPD" e_homo_ev=-4.366 multiplicity=1 charge=-1 e_tot_ha=-4803.2920
C 1.16201 -6.14165 0.70656 0.08 0.11 0.24
O 1.40262 -5.43635 -0.48682 -0.34 -0.11 0.22
C 0.21090 -4.89730 -1.06179 -0.12 0.60 -0.25
C 0.15810 -3.37539 -0.92280 0.12 0.02 -0.45
C -0.96766 -2.74154 -1.77146 -0.17 -0.65 0.90
C -2.30271 -2.54452 -0.96422 0.11 0.59 -0.93
C -2.74065 -1.06445 -0.68035 0.39 -0.86 0.58
C -3.34507 -0.88422 0.72370 -0.31 -0.02 -0.48
C -4.55811 -1.79094 1.00838 0.41 0.73 -0.08
N -5.61220 -1.38013 0.07790 -2.25 -1.92 0.51
S -7.01673 -2.05006 0.46653 4.46 0.79 2.14
O -6.89120 -3.28161 1.25727 -0.71 0.21 -1.00
O -7.96001 -1.10073 1.06125 1.21 -3.03 0.20
C -7.66883 -2.51197 -1.21682 0.22 0.40 0.14
F -7.31543 -3.78145 -1.48914 -0.16 -0.44 0.09
F -7.06736 -1.74794 -2.12573 0.03 0.11 -0.43
C -9.19955 -2.41298 -1.47642 0.05 -3.04 -1.44
F -9.35296 -2.28052 -2.81787 -0.21 0.05 -0.09
F -9.76638 -1.34296 -0.93376 -11.15 -9.33 1.14
C -10.06448 -3.67179 -1.11860 -0.16 0.75 0.33
F -11.34717 -3.26010 -1.21936 -0.37 0.28 -0.04
F -9.90108 -4.61356 -2.03927 0.40 -0.47 -0.10
C -9.93182 -4.26545 0.30655 -0.69 -1.02 -0.38
F -9.88194 -3.33662 1.22206 0.23 0.64 0.37
F -8.92892 -5.10557 0.39620 0.58 -0.03 0.04
F -11.05194 -4.99047 0.53168 -0.17 -0.05 -0.03
H 2.06153 -6.07594 1.32408 0.00 -0.16 -0.06
H 0.34086 -5.70681 1.28730 0.02 0.09 -0.05
H 0.91304 -7.19542 0.52656 0.08 0.02 -0.06
H 0.21838 -5.13791 -2.12943 0.03 -0.09 0.05
H -0.68901 -5.34461 -0.62626 0.08 -0.17 0.03
H 1.11826 -3.00298 -1.28550 0.05 0.00 0.18
H 0.06106 -3.08862 0.12781 0.10 0.01 0.00
H -1.15952 -3.44396 -2.59295 -0.05 0.21 -0.10
H -0.61881 -1.82301 -2.24188 -0.08 -0.37 0.48
H -2.24724 -3.11521 -0.03382 0.09 0.05 0.07
H -3.10085 -3.00018 -1.55631 -0.08 -0.07 0.21
H -1.87741 -0.40914 -0.80855 0.00 0.03 0.20
H -3.45697 -0.75419 -1.43443 -0.13 0.00 0.08
H -3.71489 0.14543 0.79859 0.11 -0.06 0.13
H -2.58288 -1.03671 1.49698 0.05 -0.08 -0.02
H -4.85518 -1.59248 2.04899 0.09 -0.28 0.02
H -4.27013 -2.84236 0.91034 -0.10 -0.08 0.11
O -5.83916 1.64897 0.55395 0.55 0.41 0.32
C -6.95829 1.30941 0.29706 -0.38 -0.51 -0.76
O -7.24617 0.42531 -0.67476 0.38 2.74 -0.21
C -8.66535 0.28575 -0.81858 3.49 4.08 -0.20
C -9.24660 0.73940 0.51160 -1.21 0.87 0.09
C -8.23752 1.79778 0.94955 -0.31 -0.54 0.04
H -8.99206 0.91543 -1.65122 -0.06 0.37 -0.12
H -8.89783 -0.75113 -1.04823 6.54 6.96 -0.12
H -10.27044 1.10333 0.43207 -0.09 0.39 -0.25
H -9.23735 -0.09121 1.21852 -0.76 0.99 -0.29
H -8.47629 2.78673 0.55366 0.08 0.09 0.03
H -8.12427 1.84462 2.02911 0.16 0.17 0.04
O -1.76750 -0.55000 -3.17091 -0.06 0.17 -1.26
C -1.13239 0.18991 -3.85881 -0.28 0.33 0.57
O -0.35629 -0.21247 -4.90612 -0.04 -0.02 -0.07
C 0.33756 0.92154 -5.45022 0.04 0.14 -0.07
C -0.47425 2.14193 -5.02296 0.00 -0.01 0.03
C -1.03280 1.67996 -3.68119 0.16 0.33 -0.65
H 1.35012 0.93569 -5.03790 -0.02 0.01 0.02
H 0.40005 0.81317 -6.53199 -0.02 -0.17 0.03
H 0.11896 3.05456 -4.96940 0.06 -0.06 0.00
H -1.29122 2.31460 -5.72701 0.05 -0.02 -0.04
H -0.34539 1.88908 -2.85770 -0.20 -0.05 0.00
H -2.01100 2.09903 -3.46802 0.03 -0.06 0.28
O 0.12172 2.69154 -0.94833 0.44 0.16 0.07
C -0.91258 3.03558 -0.43974 -0.12 0.06 -0.09
O -2.08397 2.50569 -0.80699 0.20 0.07 -0.05
C -3.16972 3.12487 -0.09460 -0.40 -0.03 0.21
C -2.52378 3.72655 1.14267 0.11 0.08 0.05
C -1.12350 4.07899 0.63927 -0.26 -0.24 0.31
H -3.62158 3.88551 -0.73773 0.07 -0.03 -0.04
H -3.90812 2.36166 0.13164 0.00 0.02 -0.13
H -3.08092 4.56993 1.54897 -0.01 0.00 -0.08
H -2.44263 2.96992 1.92277 -0.05 0.00 0.00
H -1.07675 5.07215 0.18496 0.04 -0.02 -0.04
H -0.37056 3.98638 1.41928 0.15 0.10 -0.13
O -0.92208 7.66444 -1.83109 -0.07 -0.07 -0.12
C 0.07621 7.06392 -2.10514 -0.07 0.08 0.30
O 0.07308 5.90852 -2.80703 0.03 0.07 -0.05
C 1.40776 5.37039 -2.88070 0.21 -0.21 0.08
C 2.32965 6.55798 -2.65066 0.07 0.13 0.05
C 1.49546 7.42401 -1.71104 0.26 -0.13 -0.42
H 1.51164 4.60489 -2.10862 -0.06 -0.01 -0.01
H 1.55568 4.90955 -3.85480 -0.21 -0.01 -0.02
H 3.30116 6.27422 -2.25022 -0.04 -0.07 0.02
H 2.49510 7.08843 -3.59054 0.00 -0.01 0.01
H 1.64389 7.15312 -0.66456 -0.05 0.06 0.03
H 1.67458 8.48636 -1.85086 -0.13 0.05 0.21
O 2.85096 -1.76011 0.07822 0.11 0.32 -0.18
C 3.87936 -2.36479 0.00531 -0.27 -0.21 0.17
O 4.65622 -2.39641 -1.10723 -0.03 0.01 0.17
C 5.77525 -3.28356 -0.89831 0.10 0.01 0.04
C 5.93266 -3.36978 0.61182 0.02 -0.06 0.07
C 4.49732 -3.21256 1.09355 0.49 0.06 0.02
H 5.54500 -4.25092 -1.34880 -0.04 0.02 0.00
H 6.65617 -2.87531 -1.37903 -0.12 0.06 -0.16
H 6.41605 -4.28852 0.94204 0.00 -0.03 -0.08
H 6.53144 -2.52644 0.96760 -0.13 -0.05 -0.18
H 3.96905 -4.16662 1.13763 -0.09 0.05 -0.01
H 4.43896 -2.70830 2.05341 -0.25 -0.10 0.04
O 8.37324 -3.85198 -2.56715 0.14 -0.37 -0.20
C 9.03396 -3.11594 -3.23990 -0.09 0.27 0.42
O 9.95212 -3.55533 -4.13790 -0.04 -0.02 -0.02
C 10.67193 -2.43658 -4.68378 0.09 0.12 -0.09
C 9.76155 -1.23539 -4.48042 -0.09 0.14 0.09
C 9.02985 -1.60621 -3.19252 0.10 0.07 -0.61
H 11.61651 -2.33823 -4.14333 -0.02 0.00 0.03
H 10.88579 -2.62980 -5.73301 -0.02 -0.17 0.04
H 10.29917 -0.28993 -4.43103 0.07 -0.06 0.02
H 9.04813 -1.17396 -5.30452 0.03 0.01 -0.01
H 9.54736 -1.29691 -2.28481 -0.04 0.02 -0.08
H 8.01386 -1.22079 -3.16968 -0.04 -0.09 0.23
O 4.67711 -1.68518 4.19889 0.36 0.02 -0.10
C 4.25063 -0.58332 4.00008 -0.43 -0.12 0.27
O 5.02796 0.43106 3.55104 -0.19 0.03 0.07
C 4.26053 1.64994 3.49532 -0.18 0.29 -0.07
C 2.80854 1.20525 3.41600 -0.14 -0.02 0.02
C 2.83424 -0.09567 4.21487 -0.01 0.30 -0.43
H 4.47040 2.22999 4.39763 0.01 -0.06 0.01
H 4.57210 2.22535 2.62675 0.15 -0.11 0.00
H 2.11001 1.94893 3.79493 0.05 0.03 0.03
H 2.54244 0.99272 2.37981 0.01 0.00 0.00
H 2.68198 0.07069 5.28280 -0.01 -0.09 0.02
H 2.11803 -0.82342 3.84393 0.04 -0.14 0.18
O 9.41482 -0.90037 -0.22513 -0.01 0.12 0.03
C 9.01904 -1.05415 0.89600 0.12 0.04 0.04
O 8.09756 -0.24384 1.45650 0.13 -0.06 -0.18
C 7.88030 -0.61152 2.83150 -0.26 -0.17 0.35
C 8.33228 -2.06021 2.92780 0.17 -0.13 0.06
C 9.45015 -2.11416 1.88738 -0.48 -0.13 0.23
H 8.47465 0.05313 3.46338 0.05 0.01 -0.03
H 6.82760 -0.48061 3.07302 0.30 0.05 -0.19
H 8.64186 -2.34745 3.93091 0.01 0.08 0.01
H 7.51778 -2.72018 2.62546 0.11 0.07 0.18
H 10.41793 -1.82879 2.30330 0.05 -0.03 -0.07
H 9.52300 -3.08468 1.40426 0.22 0.06 -0.14
O 0.01663 4.03743 4.27336 0.02 -0.19 -0.08
C -1.02287 4.32612 4.79132 0.07 0.22 -0.11
O -2.20282 3.76608 4.43988 0.18 0.03 0.11
C -3.28081 4.39123 5.15630 -0.23 0.02 0.09
C -2.63667 5.00392 6.39080 0.07 0.12 0.09
C -1.24647 5.36305 5.87449 -0.35 -0.23 0.28
H -3.73645 5.14262 4.50723 0.03 -0.01 -0.01
H -4.02682 3.63921 5.40087 0.06 -0.09 -0.16
H -3.19553 5.84749 6.79222 -0.03 0.00 -0.07
H -2.55359 4.25130 7.17650 -0.02 0.00 -0.01
H -1.22159 6.35350 5.41752 0.09 0.00 -0.01
H -0.48179 5.28726 6.64224 0.16 0.11 -0.15

58
Properties=species:S:1:pos:R:3:forces:R:3 method="wB97M-V/def2-TZVPD" e_homo_ev=-8.770 multiplicity=1 charge=0 smiles="CCOC(=O)C1=C(CN2CCN(C(=O)c3ccco3)CC2)NC(=O)N[C@@H]1c1ccc(F)cc1" e_tot_ha=-1586.5766
C 3.15300 -2.03075 3.22929 -0.32 -0.16 -0.23
C 1.94462 -2.92271 2.98094 0.09 0.17 0.53
O 1.54975 -2.90358 1.61059 0.05 -0.02 -0.32
C 0.75134 -1.88974 1.22521 -0.20 0.35 0.12
O 0.37309 -1.02843 1.99138 0.06 -0.11 0.17
C 0.40982 -1.97956 -0.19056 0.17 0.00 -0.47
C -0.30420 -1.03103 -0.84149 0.38 -0.31 0.44
C -0.85753 0.22764 -0.22999 -0.01 0.23 0.15
N -0.94484 1.27141 -1.23635 -0.08 -0.09 0.03
C -1.90859 2.32012 -0.94782 -0.08 0.33 -0.01
C -1.30757 3.50979 -0.19552 -0.46 -0.23 0.31
N -0.25122 4.09483 -0.99559 0.01 -0.10 -0.12
C 0.33938 5.29627 -0.78237 -0.01 -0.32 -0.21
O 1.22262 5.71107 -1.51987 0.01 0.26 0.12
C -0.09166 6.12282 0.35646 0.59 1.23 -0.03
C 0.30434 7.41529 0.60100 -0.17 -0.81 -0.32
C -0.30990 7.79956 1.80988 -0.33 -0.38 0.26
C -1.02958 6.71798 2.22047 0.18 0.74 0.22
O -0.90760 5.70325 1.35448 -0.10 -0.40 -0.02
C 0.27958 3.24918 -2.04837 0.32 -0.14 -0.18
C 0.37732 1.81540 -1.54980 0.16 0.06 -0.22
N -0.59714 -1.17422 -2.16785 -0.20 0.04 -0.04
C 0.00359 -2.10494 -3.00547 0.04 0.10 0.05
O -0.15892 -2.07439 -4.20335 -0.13 0.02 -0.41
N 0.80374 -2.99029 -2.37049 0.34 -0.16 0.08
C 0.84839 -3.22376 -0.93849 -0.14 -0.05 0.30
C -0.03353 -4.39339 -0.53712 0.20 -0.14 -0.01
C 0.48214 -5.44777 0.20394 -0.13 0.13 -0.13
C -0.32570 -6.50281 0.58826 -0.26 -0.17 0.01
C -1.65611 -6.49081 0.21232 0.16 0.10 0.00
F -2.45032 -7.51711 0.58008 0.03 0.05 -0.02
C -2.19537 -5.45652 -0.53098 -0.06 -0.13 0.08
C -1.37527 -4.40662 -0.89976 0.13 -0.11 0.08
H 2.89532 -0.99473 3.02462 0.01 0.08 0.02
H 3.46307 -2.11792 4.26654 0.07 0.00 0.12
H 3.97833 -2.32420 2.58488 0.11 -0.02 -0.01
H 1.10106 -2.59509 3.59709 0.13 -0.14 -0.08
H 2.17615 -3.96867 3.19344 -0.07 0.10 -0.02
H -1.86249 -0.00139 0.13772 0.03 0.01 0.03
H -0.24706 0.50649 0.63951 -0.15 -0.05 -0.19
H -2.32297 2.67384 -1.89810 -0.09 0.04 0.15
H -2.73030 1.90367 -0.36348 0.02 0.04 -0.05
H -0.91711 3.17421 0.77411 -0.13 0.04 -0.05
H -2.09034 4.24913 -0.00928 0.07 -0.17 0.02
H 0.95313 7.99470 -0.02191 0.15 0.05 -0.17
H -0.22726 8.74440 2.30591 -0.03 0.17 0.16
H -1.64732 6.55236 3.08147 -0.10 -0.12 0.07
H 1.26716 3.63688 -2.30799 -0.18 -0.13 -0.03
H -0.35209 3.30249 -2.94164 0.10 0.00 -0.01
H 0.84630 1.19190 -2.31743 0.09 0.06 0.06
H 1.02658 1.79754 -0.65994 -0.02 0.00 -0.04
H -1.09412 -0.40424 -2.60156 0.14 -0.05 -0.03
H 1.19749 -3.70998 -2.95767 -0.11 0.13 -0.08
H 1.88519 -3.45823 -0.66788 -0.22 0.04 -0.06
H 1.52257 -5.43909 0.49022 0.13 0.01 0.04
H 0.06091 -7.32686 1.16671 0.01 -0.10 0.06
H -3.23702 -5.48099 -0.80882 -0.11 -0.03 -0.02
H -1.78282 -3.59239 -1.47958 -0.08 0.10 -0.08

- Look up the multiplicity of the first one.
  1

- Which value of multiplicity does entry 1 give?
  1

- Look up the multiplicity of the second one.
  1